# 1
{"formula": "C2H8N2O", "method": "the ωB97M-V functional and the def2-TZVPD basis", "relative_energy_kcal_mol": 61.92, "total_charge": 0, "smiles": "CN[C@@H](N)O", "molar_mass_g_mol": 76.1, "e_tot_ha": -265.6845, "species": ["C", "N", "C", "N", "O", "H", "H", "H", "H", "H", "H", "H", "H"], "xyz": [[-0.578, -1.508, 0.846], [0.338, -0.611, 0.186], [-0.214, 0.587, -0.328], [1.059, 1.397, -0.214], [-0.638, 0.501, -1.667], [-0.023, -2.361, 1.236], [-1.324, -1.886, 0.137], [-1.129, -1.044, 1.681], [1.360, 0.048, 0.393], [-1.052, 1.051, 0.229], [1.078, 1.983, 0.614], [1.181, 1.996, -1.027], [-0.059, -0.152, -2.085]], "lowdin_charge": [-0.1520, -0.1414, -0.5361, 0.0262, -0.0210, 0.0697, 0.0762, 0.0701, 0.1861, 0.1490, 0.0870, 0.0902, 0.0959]}

# 2
{"formula": "C26H38AsN4O8RuS7", "method": "the ωB97M-V functional and the def2-TZVPD basis", "relative_energy_kcal_mol": 65.59, "total_charge": -2, "multiplicity": 6, "molar_mass_g_mol": 935.1, "e_tot_ha": -6952.5801, "species": ["Ru", "C", "C", "N", "C", "C", "S", "C", "C", "N", "H", "H", "H", "H", "H", "H", "H", "H", "H", "H", "H", "H", "H", "H", "S", "As", "S", "S", "S", "C", "C", "C", "C", "C", "C", "C", "S", "O", "O", "N", "C", "C", "C", "O", "O", "H", "H", "H", "H", "H", "H", "H", "H", "H", "H", "H", "H", "C", "C", "C", "C", "C", "C", "C", "S", "O", "O", "N", "C", "C", "C", "O", "O", "H", "H", "H", "H", "H", "H", "H", "H", "H", "H", "H", "H"], "xyz": [[0.287, 0.780, -0.327], [-1.525, -0.307, -3.164], [-1.844, -1.259, -1.986], [-1.818, -0.571, -0.708], [-3.042, 0.070, -0.256], [-3.605, 1.160, -1.168], [-2.594, 2.674, -1.320], [-2.115, 2.671, -3.080], [-0.757, 2.026, -3.369], [-0.595, 0.726, -2.745], [-2.443, 0.149, -3.537], [-1.110, -0.905, -3.983], [-1.073, -2.028, -1.955], [-2.813, -1.751, -2.166], [-1.485, -1.193, 0.020], [-2.824, 0.525, 0.711], [-3.853, -0.671, -0.127], [-4.545, 1.486, -0.721], [-3.810, 0.786, -2.169], [-2.076, 3.720, -3.374], [-2.924, 2.199, -3.640], [0.020, 2.672, -2.956], [-0.639, 1.985, -4.467], [0.355, 0.393, -2.951], [1.073, -1.853, 5.135], [2.165, -1.794, 3.333], [2.571, 0.982, 0.921], [1.183, 0.127, 2.100], [4.208, -1.416, 3.710], [-6.275, 2.306, 1.557], [-5.014, 2.564, 2.339], [-4.223, 1.512, 2.791], [-3.066, 1.752, 3.513], [-2.702, 3.058, 3.788], [-3.470, 4.119, 3.349], [-4.623, 3.869, 2.622], [-1.276, 3.365, 4.822], [-1.510, 2.591, 6.010], [-1.131, 4.791, 4.981], [0.057, 2.796, 4.068], [0.797, 3.707, 3.189], [0.027, 4.217, 1.959], [-0.244, 3.094, 0.958], [0.314, 3.168, -0.167], [-0.999, 2.153, 1.314], [-6.577, 1.263, 1.639], [-6.117, 2.536, 0.500], [-7.091, 2.937, 1.913], [-4.520, 0.491, 2.580], [-2.454, 0.935, 3.878], [-3.160, 5.127, 3.596], [-5.230, 4.696, 2.272], [-0.084, 1.871, 3.661], [1.700, 3.182, 2.871], [1.078, 4.562, 3.803], [0.622, 4.981, 1.460], [-0.916, 4.651, 2.292], [7.397, -2.500, -0.892], [6.078, -3.223, -0.838], [5.046, -2.736, -0.041], [3.822, -3.376, 0.001], [3.641, -4.531, -0.741], [4.656, -5.045, -1.531], [5.872, -4.381, -1.585], [2.061, -5.344, -0.775], [1.631, -5.646, 0.556], [2.160, -6.446, -1.705], [0.985, -4.269, -1.414], [1.190, -3.990, -2.836], [2.089, -2.800, -3.231], [1.643, -1.400, -2.710], [1.516, -0.536, -3.598], [1.434, -1.189, -1.473], [7.900, -2.555, 0.076], [7.247, -1.445, -1.123], [8.050, -2.934, -1.649], [5.187, -1.841, 0.553], [3.018, -2.955, 0.589], [4.470, -5.947, -2.097], [6.665, -4.761, -2.218], [0.970, -3.383, -0.888], [0.203, -3.828, -3.282], [1.596, -4.915, -3.243], [2.075, -2.733, -4.319], [3.115, -2.966, -2.901]], "lowdin_charge": [1.0035, -0.1970, -0.1875, -0.1278, -0.2753, -0.4400, 0.9059, -0.4649, -0.2785, -0.1351, 0.0852, 0.1159, 0.0934, 0.1168, 0.1087, 0.0810, 0.1165, 0.0391, 0.0581, 0.0615, 0.0549, 0.1095, 0.1163, 0.0289, -0.2833, -0.1234, -0.0855, -0.1722, -0.2508, -0.0576, -0.2759, -0.0483, -0.0498, -0.2785, -0.0589, -0.0399, 0.6231, -0.2946, -0.3143, -0.1168, -0.2114, -0.0874, -0.7658, -0.1555, -0.1632, 0.0739, 0.0668, 0.0733, 0.1113, 0.1292, 0.1090, 0.1093, 0.0446, 0.0954, 0.1052, 0.1137, 0.0941, -0.0541, -0.2662, -0.0158, -0.0409, -0.2884, -0.0721, -0.0497, 0.6237, -0.2878, -0.3289, -0.1230, -0.2320, -0.0783, -0.6430, -0.0436, -0.1372, 0.0820, 0.0816, 0.0651, 0.1011, 0.0858, 0.1038, 0.1019, 0.0969, 0.1091, 0.0965, 0.1067, 0.1016]}

# 3
{"formula": "C34H78O21S9", "method": "the ωB97M-V functional and the def2-TZVPD basis", "relative_energy_kcal_mol": 0.00, "total_charge": 0, "molar_mass_g_mol": 1111.6, "e_tot_ha": -6505.6498, "species": ["C", "C", "C", "O", "C", "O", "O", "H", "H", "H", "H", "H", "H", "C", "C", "C", "O", "C", "O", "O", "H", "H", "H", "H", "H", "H", "C", "C", "C", "O", "C", "O", "O", "H", "H", "H", "H", "H", "H", "C", "C", "C", "O", "C", "O", "O", "H", "H", "H", "H", "H", "H", "C", "S", "O", "C", "H", "H", "H", "H", "H", "H", "C", "S", "O", "C", "H", "H", "H", "H", "H", "H", "C", "S", "O", "C", "H", "H", "H", "H", "H", "H", "C", "S", "O", "C", "H", "H", "H", "H", "H", "H", "C", "S", "O", "C", "H", "H", "H", "H", "H", "H", "C", "S", "O", "C", "H", "H", "H", "H", "H", "H", "C", "S", "O", "C", "H", "H", "H", "H", "H", "H", "C", "S", "O", "C", "H", "H", "H", "H", "H", "H", "C", "S", "O", "C", "H", "H", "H", "H", "H", "H"], "xyz": [[-0.388, -5.672, 2.956], [-1.714, -4.878, 3.080], [-1.562, -3.396, 3.199], [-2.425, -2.847, 2.264], [-2.981, -3.801, 1.594], [-3.793, -3.668, 0.626], [-2.618, -4.981, 2.007], [0.066, -5.598, 1.967], [-0.579, -6.744, 3.016], [0.414, -5.477, 3.667], [-2.238, -5.163, 3.992], [-0.547, -3.038, 3.031], [-1.967, -3.085, 4.162], [-2.054, 5.544, 2.359], [-1.502, 4.160, 1.889], [-0.305, 3.619, 2.673], [-0.783, 2.349, 3.061], [-2.025, 2.124, 2.578], [-2.721, 1.104, 2.650], [-2.504, 3.221, 2.039], [-2.418, 5.584, 3.386], [-2.879, 5.826, 1.704], [-1.292, 6.319, 2.276], [-1.349, 4.182, 0.810], [0.056, 4.261, 3.477], [0.525, 3.428, 1.993], [3.972, -1.452, 6.900], [3.751, -2.690, 6.067], [2.657, -3.618, 6.641], [1.695, -3.641, 5.644], [2.141, -2.942, 4.567], [1.554, -3.031, 3.470], [3.208, -2.246, 4.850], [3.047, -0.903, 7.077], [4.622, -0.743, 6.387], [4.392, -1.712, 7.872], [4.715, -3.168, 5.896], [2.237, -3.086, 7.495], [3.004, -4.622, 6.884], [-2.207, 4.460, -2.095], [-3.332, 3.338, -2.014], [-4.617, 3.690, -2.822], [-4.871, 2.504, -3.504], [-3.787, 1.697, -3.441], [-3.707, 0.574, -3.961], [-2.858, 2.181, -2.603], [-1.851, 4.678, -3.102], [-1.318, 4.038, -1.626], [-2.489, 5.375, -1.575], [-3.568, 3.190, -0.960], [-4.408, 4.577, -3.419], [-5.415, 3.799, -2.087], [3.703, 0.231, -1.753], [4.949, 1.260, -2.630], [5.899, 1.672, -1.524], [5.687, -0.225, -3.531], [2.929, 0.856, -1.306], [4.085, -0.503, -1.044], [3.095, -0.394, -2.407], [4.997, -0.670, -4.247], [5.995, -0.923, -2.753], [6.563, 0.033, -4.126], [-2.275, -3.145, -3.155], [-3.273, -3.678, -4.582], [-4.754, -3.563, -4.204], [-2.955, -2.388, -5.845], [-2.604, -3.511, -2.182], [-2.181, -2.062, -3.077], [-1.273, -3.566, -3.232], [-2.037, -2.505, -6.422], [-3.004, -1.367, -5.464], [-3.746, -2.507, -6.586], [3.958, -0.473, 1.814], [4.551, 1.180, 2.338], [4.277, 2.101, 1.135], [3.384, 1.559, 3.651], [2.909, -0.346, 1.543], [4.010, -1.245, 2.582], [4.466, -0.957, 0.980], [3.535, 2.638, 3.679], [3.625, 1.033, 4.575], [2.360, 1.374, 3.325], [-5.724, -1.820, -1.215], [-5.504, 0.020, -0.827], [-6.486, 0.307, 0.303], [-3.834, -0.236, -0.079], [-6.655, -2.019, -1.746], [-5.840, -2.450, -0.333], [-4.968, -2.153, -1.926], [-3.871, -0.935, 0.756], [-3.509, 0.762, 0.215], [-3.297, -0.562, -0.970], [2.060, 4.048, -0.774], [3.426, 4.821, -1.746], [4.740, 4.135, -1.357], [2.768, 4.243, -3.313], [2.360, 4.273, 0.249], [1.911, 2.973, -0.875], [1.062, 4.485, -0.760], [1.730, 4.567, -3.398], [2.759, 3.154, -3.338], [3.378, 4.750, -4.060], [0.352, 0.317, 5.818], [-1.197, -0.711, 6.162], [-0.943, -1.422, 7.474], [-2.252, 0.746, 6.481], [1.236, -0.317, 5.752], [0.412, 1.075, 6.599], [0.236, 0.793, 4.845], [-2.196, 1.341, 5.569], [-1.965, 1.316, 7.364], [-3.279, 0.417, 6.635], [0.139, 0.733, -6.530], [1.458, 1.172, -5.391], [2.508, 1.952, -6.227], [0.509, 2.407, -4.370], [0.494, 0.125, -7.363], [-0.056, 1.739, -6.901], [-0.680, 0.235, -6.010], [0.836, 2.475, -3.332], [-0.521, 2.060, -4.449], [0.474, 3.395, -4.829], [-0.164, -0.424, -1.639], [0.559, 0.491, -0.184], [-0.105, 1.862, -0.199], [-0.103, -0.585, 1.163], [0.108, -1.474, -1.537], [0.229, -0.050, -2.584], [-1.240, -0.247, -1.641], [0.489, -1.500, 1.157], [-1.112, -0.938, 0.951], [0.049, -0.092, 2.123], [1.729, -2.976, -6.270], [1.611, -2.309, -4.554], [0.199, -1.744, -4.368], [1.605, -3.854, -3.481], [0.812, -3.486, -6.563], [2.551, -3.692, -6.264], [1.853, -2.219, -7.045], [1.705, -3.563, -2.435], [2.530, -4.417, -3.606], [0.766, -4.521, -3.681]], "lowdin_charge": [-0.0007, -0.2868, -0.1131, 0.0982, -0.5576, 0.0705, 0.1334, 0.0863, 0.0770, 0.0710, 0.1542, 0.1037, 0.1279, -0.0031, -0.3153, -0.0774, 0.0299, -0.5432, 0.1100, 0.1006, 0.0862, 0.0779, 0.0818, 0.1286, 0.1386, 0.1157, -0.0211, -0.3004, -0.0905, 0.0705, -0.5144, 0.0833, 0.0867, 0.0810, 0.0867, 0.0980, 0.1587, 0.1363, 0.1421, -0.0043, -0.2988, -0.0910, 0.0737, -0.5221, 0.0955, 0.0685, 0.0789, 0.0474, 0.0816, 0.1436, 0.1333, 0.1414, -0.2707, 0.8514, -0.5482, -0.2374, -0.0121, 0.0386, 0.0213, 0.0327, 0.0431, 0.0420, -0.2624, 0.8466, -0.5701, -0.2484, 0.0516, 0.0300, 0.0101, 0.0336, 0.0298, 0.0480, -0.2407, 0.8552, -0.5445, -0.2601, 0.0221, 0.0329, 0.0422, 0.0490, 0.0403, 0.0378, -0.2196, 0.8624, -0.5875, -0.2443, 0.0452, 0.0457, 0.0189, 0.0514, 0.0266, 0.0217, -0.2714, 0.8593, -0.5447, -0.2983, 0.0335, 0.0134, 0.0375, 0.0393, 0.0102, 0.0599, -0.2137, 0.8380, -0.5797, -0.2499, 0.0172, 0.0564, 0.0204, 0.0338, 0.0600, 0.0539, -0.2576, 0.8055, -0.5727, -0.2411, 0.0541, 0.0533, 0.0421, 0.0258, 0.0370, 0.0624, -0.2084, 0.8642, -0.5547, -0.2241, 0.0468, 0.0218, 0.0352, 0.0447, 0.0428, 0.0441, -0.2315, 0.8304, -0.6024, -0.2217, 0.0536, 0.0484, 0.0473, 0.0419, 0.0439, 0.0501]}

# 4
{"formula": "C2H3N3O", "method": "the ωB97M-V functional and the def2-TZVPD basis", "relative_energy_kcal_mol": 68.95, "total_charge": 0, "smiles": "Oc1ncn[nH]1", "molar_mass_g_mol": 85.1, "e_tot_ha": -317.4224, "species": ["O", "C", "N", "C", "N", "N", "H", "H", "H"], "xyz": [[-1.826, -0.366, 0.150], [-0.528, -0.091, 0.020], [0.365, -0.911, -0.462], [1.538, -0.335, -0.449], [1.262, 1.204, 0.253], [-0.066, 1.094, 0.417], [-1.974, -1.167, -0.369], [2.346, -1.112, -0.297], [-0.759, 1.772, 0.776]], "lowdin_charge": [0.0954, -0.5179, 0.0527, -0.0656, 0.0381, -0.0122, 0.1204, 0.1054, 0.1838]}